1.
C3H10O3 | wB97M-V/def2-TZVPD

Last column: natural (NBO) charge in e.
Positions of all 16 atoms, in Å:
C -1.5926 0.7994 0.0625  -0.55
C -1.1215 -0.2017 0.8677  0.36
C -0.9055 -1.7267 0.6166  -0.70
O -0.5318 0.3332 1.9343  -0.73
H -1.7878 0.4924 -1.0319  0.18
H -2.1394 1.5455 0.5672  0.22
H -1.5798 -2.0860 -0.2104  0.23
H -1.0295 -2.4464 1.4839  0.24
H 0.1502 -1.8448 0.4461  0.21
H 0.3604 0.1935 1.7024  0.50
O 1.9108 0.2749 0.9271  -0.94
H 2.5871 -0.3949 0.8525  0.48
H 1.6418 0.4427 -0.0031  0.48
O 1.3507 0.5459 -3.6303  -0.94
H 0.9553 0.5943 -2.7360  0.47
H 0.7221 1.0462 -4.1999  0.47

Values from the calculation:
HOMO level in eV: -8.51
Energy relative to the best compared isomer or geometry (same formula, charge and spin) in kJ/mol: 204.2
Charge: 0
SMILES: C=C(C)O.O.O

=====

2.
C32H40MgN15O2P | wB97M-V/def2-TZVPD

Last column: Mulliken charge in e.
Positions of all 91 atoms, in Å:
Mg 0.2915 0.9906 -0.4761  1.70
C 2.0028 1.0339 4.9232  -1.20
N 1.1709 1.1456 3.7310  0.74
C 1.4748 0.8494 2.4729  -0.21
N 0.4243 1.0779 1.6925  0.19
C -0.5174 1.5267 2.5719  -0.78
N -0.1052 1.5702 3.8103  -0.91
C 2.0537 -0.3624 5.5006  1.11
C 2.9171 -0.5927 6.5675  -0.96
C 3.0110 -1.8539 7.1337  -0.63
C 2.2479 -2.8993 6.6379  -1.02
C 1.3823 -2.6690 5.5748  -0.26
C 1.2815 -1.4006 5.0086  -0.16
C 0.5821 -3.7779 5.0594  0.64
N 0.5906 -5.0063 5.4351  -0.46
N -0.3359 -5.6680 4.6394  -0.45
C -0.8302 -4.7876 3.8468  0.66
O -0.2945 -3.5498 4.0434  -0.26
C -1.8442 -4.9636 2.8101  -0.14
C -2.3677 -6.2328 2.5691  -0.96
C -3.3264 -6.3997 1.5862  -0.76
C -3.7623 -5.3116 0.8392  -0.80
C -3.2465 -4.0472 1.0832  1.07
C -3.7440 -2.8596 0.2995  -1.14
N -2.6363 -2.0903 -0.2730  0.86
C -2.0378 -1.0080 0.2028  -0.20
N -1.0142 -0.6795 -0.5832  -0.37
C -1.0521 -1.6432 -1.5500  -0.85
N -2.0053 -2.5184 -1.3832  -0.92
C -2.2893 -3.8753 2.0732  -0.15
H 1.5957 1.7487 5.6369  0.35
H 3.0034 1.3721 4.6508  0.47
H 2.4410 0.4877 2.1622  0.54
H -1.5071 1.8395 2.2811  0.59
H 3.5189 0.2179 6.9615  0.48
H 3.6821 -2.0234 7.9641  0.42
H 2.3121 -3.8898 7.0664  0.55
H 0.5857 -1.2399 4.1952  0.79
H -2.0165 -7.0718 3.1537  0.55
H -3.7346 -7.3820 1.3937  0.42
H -4.5058 -5.4532 0.0648  0.41
H -4.3153 -2.1679 0.9204  0.27
H -4.3720 -3.1670 -0.5335  0.44
H -2.3520 -0.4986 1.0995  0.50
H -0.3546 -1.6899 -2.3706  0.76
H -1.8803 -2.8946 2.2867  0.69
C 0.7445 2.3977 -6.1595  -0.97
N -0.1037 3.1920 -5.2709  0.09
C -1.5012 2.8336 -5.5118  -0.98
N -1.7728 1.4048 -5.3628  0.12
C -0.8774 0.6614 -6.2491  -0.98
N 0.5388 0.9579 -6.0281  0.16
C 0.9989 0.4608 -4.7385  -1.25
P 0.0857 1.2357 -3.3196  1.59
C 0.2615 3.0005 -3.8740  -1.06
C -1.6323 0.9757 -3.9763  -1.28
H 1.7924 2.6327 -5.9633  0.40
H 0.5160 2.6807 -7.1879  0.33
H -1.7540 3.1228 -6.5327  0.30
H -2.1398 3.3944 -4.8257  0.39
H -1.1215 0.9281 -7.2782  0.31
H -1.0480 -0.4091 -6.1219  0.41
H 2.0689 0.6606 -4.6313  0.42
H 0.8738 -0.6254 -4.7060  0.42
H 1.2940 3.3284 -3.7207  0.45
H -0.3771 3.6292 -3.2463  0.33
H -2.3418 1.5310 -3.3564  0.51
H -1.8959 -0.0829 -3.8981  0.46
C -0.8968 6.4590 -0.6035  -0.88
N -1.1175 5.0162 -0.6290  0.10
C -2.2978 4.3816 -0.9208  -0.65
C -2.0349 3.0481 -0.8690  -0.79
N -0.7062 2.8565 -0.5600  0.44
C -0.1924 4.0681 -0.4251  -0.66
H -1.7707 6.9432 -0.1766  0.34
H -0.7258 6.8293 -1.6120  0.33
H -0.0340 6.6736 0.0211  0.35
H -3.2040 4.9263 -1.1210  0.50
H -2.7114 2.2266 -1.0353  0.50
H 0.8309 4.3011 -0.1765  0.55
C 4.6349 1.6401 -1.4664  -0.81
N 4.3363 0.2267 -1.2800  -0.24
C 3.1260 -0.2098 -0.9236  0.65
N 2.9144 -1.5411 -0.8645  -0.41
O 2.2032 0.5992 -0.6567  -0.52
H 5.7137 1.7629 -1.4852  0.37
H 4.2325 2.2151 -0.6362  0.22
H 4.2180 2.0139 -2.4018  0.25
H 5.0437 -0.4461 -1.5236  0.21
H 3.6565 -2.2071 -0.9965  0.20
H 2.0503 -1.8797 -0.4788  0.17

Values from the calculation:
HOMO level in eV: -12.59
Energy relative to the best compared isomer or geometry (same formula, charge and spin) in kJ/mol: 6.3
Charge: +2

=====

3.
C60H140BN27O45 | wB97M-V/def2-TZVPD

Last column: Mulliken charge in e.
Positions of all 273 atoms, in Å:
C -3.5281 7.2870 3.0621  -1.21
C -2.5321 6.7185 2.0295  -0.38
C -3.1833 6.0783 0.7744  -0.70
C -2.3850 5.0128 0.0140  0.26
N -3.2509 4.3391 -1.0698  0.62
C -4.3810 3.4038 -0.4184  -1.03
C -3.7808 2.0203 -0.2445  0.71
C -2.4716 2.0153 -1.0480  0.56
C -2.3795 3.3256 -1.8271  -0.28
C -3.8805 5.4544 -2.0537  -0.83
C -2.7260 6.2403 -2.8743  0.08
C -3.1377 6.8671 -4.2513  -1.88
H -4.3293 7.8827 2.6247  0.44
H -2.8787 7.9963 3.5752  0.25
H -3.9716 6.5089 3.6834  0.18
H -1.7297 6.1486 2.4980  0.03
H -1.8997 7.5115 1.6302  0.48
H -3.3784 6.8522 0.0321  0.22
H -4.1693 5.7176 1.0671  0.35
H -1.9809 4.2242 0.6488  0.10
H -1.6693 5.5991 -0.5623  -0.22
H -5.1267 3.4020 -1.2134  0.20
H -4.9236 3.7793 0.4492  0.47
H -4.4747 1.3428 -0.7422  0.62
H -3.7348 1.8704 0.8341  -0.70
H -2.4381 1.1117 -1.6566  -0.01
H -1.6984 1.9311 -0.2842  -0.95
H -2.9233 3.2585 -2.7694  0.27
H -1.3588 3.6762 -1.9801  0.29
H -4.5892 6.0578 -1.4864  0.60
H -4.3917 4.8654 -2.8153  0.60
H -1.8177 5.6885 -3.1163  0.09
H -2.3825 7.0313 -2.2076  0.32
H -3.8636 7.6546 -4.0488  0.50
H -3.4654 6.1769 -5.0288  0.36
H -2.2933 7.4986 -4.5275  0.43
O 1.6868 1.3588 -4.0731  -0.92
C 1.7281 0.8831 -2.9549  0.58
O 0.6973 0.2358 -2.3809  -0.16
B 1.0357 -0.2245 -1.0720  0.09
O 2.4761 0.1869 -0.8468  0.12
C 2.9034 0.8489 -1.9408  0.52
O 3.9320 1.4104 -2.1483  -0.57
O 0.9233 -1.6846 -0.8349  -0.49
C 0.1493 -2.0430 0.2015  0.18
O -0.1477 -3.1537 0.5997  -1.14
C -0.3323 -0.6983 0.7561  0.50
O 0.1158 0.2790 -0.0425  0.02
O -1.1679 -0.4477 1.6722  -0.44
C -1.8452 -6.6102 0.9695  -0.39
C -1.7108 -8.0129 0.3543  -0.62
O -0.5524 -8.4952 1.0191  -0.23
C 0.2481 -9.2692 0.2261  0.79
O 0.2360 -9.1887 -1.0182  -0.60
O 1.2805 -9.6821 1.0223  -0.37
C 2.3543 -10.4148 0.4513  -0.82
H -0.9776 -5.9790 0.7771  -0.27
H -2.1662 -6.6127 2.0111  0.51
H -2.5745 -6.0956 0.3438  0.17
H -1.4821 -7.7400 -0.6759  0.40
H -2.5653 -8.6494 0.5843  0.31
H 1.9973 -11.0443 -0.3638  0.39
H 2.8033 -11.0992 1.1711  0.28
H 3.1266 -9.7959 -0.0053  0.31
C 5.3839 -4.6911 -3.7184  -1.31
C 5.1956 -3.2869 -4.3104  0.31
O 6.5067 -2.6224 -4.2067  -0.36
C 6.6468 -1.3397 -4.5660  0.74
O 5.8302 -0.7022 -5.3034  -0.78
O 7.6890 -0.7914 -3.9536  -0.34
C 7.9263 0.5980 -4.3048  -0.56
H 6.0754 -5.2972 -4.3036  0.43
H 4.3994 -5.1542 -3.6519  0.31
H 5.7675 -4.5864 -2.7035  0.30
H 4.4432 -2.7404 -3.7417  -0.14
H 4.8972 -3.3591 -5.3563  0.43
H 8.5382 1.1239 -3.5720  0.29
H 6.9590 1.0809 -4.4439  0.14
H 8.3002 0.5955 -5.3287  0.39
C -0.8120 2.5927 3.1313  0.84
C -0.1058 3.7873 3.7991  -0.95
O -1.1107 4.5821 4.4429  0.17
C -0.7372 5.6642 5.0238  0.63
O 0.4163 6.1168 5.0135  -0.66
O -1.7708 6.2268 5.6055  -0.14
C -1.4765 7.4557 6.2764  -0.90
H -1.2476 1.9216 3.8716  -0.52
H -0.1215 2.0118 2.5199  0.13
H -1.6212 2.9882 2.5174  -0.39
H 0.3524 4.3761 3.0045  0.30
H 0.7150 3.4632 4.4389  0.54
H -0.5196 7.6599 6.7568  0.32
H -2.2198 7.7676 7.0101  0.34
H -1.5183 8.2792 5.5635  0.30
C 5.1861 -1.5621 -0.3911  -0.39
C 4.7244 -2.1441 0.9327  0.34
O 4.8574 -3.5651 1.0202  -0.42
C 3.8748 -4.4105 0.5230  0.30
O 3.7400 -5.5352 1.0247  -0.95
O 3.2740 -3.8778 -0.5703  0.80
C 2.3224 -4.6778 -1.2756  -0.97
H 5.0837 -0.5036 -0.1519  0.04
H 4.5798 -1.8113 -1.2620  -0.20
H 6.1973 -1.8499 -0.6785  0.41
H 3.6975 -1.8363 1.1295  -0.36
H 5.1600 -1.6437 1.7975  0.51
H 1.8811 -4.1048 -2.0911  0.23
H 1.5150 -5.2117 -0.7744  0.00
H 2.9063 -5.4036 -1.8416  0.56
C -4.2783 2.9060 4.8106  0.21
C -5.5347 2.6919 5.6804  -0.75
O -6.5486 1.9062 5.0168  -0.02
C -7.7223 1.6006 5.6498  0.57
O -8.1312 2.0610 6.6925  -0.56
O -8.4852 0.8125 4.7788  -0.24
C -9.6982 0.2150 5.3237  -0.77
H -3.5486 3.4580 5.4031  0.38
H -4.3997 3.5601 3.9472  0.13
H -3.9110 1.9367 4.4734  -0.63
H -6.0660 3.6091 5.9343  0.50
H -5.2839 2.2700 6.6536  0.44
H -9.5526 -0.7520 5.8052  0.28
H -10.4397 0.0548 4.5410  0.23
H -10.0508 0.8411 6.1433  0.35
C -3.6301 -8.1697 -5.8899  -1.04
C -3.4998 -6.6414 -5.8437  -0.38
O -2.2933 -6.1354 -5.2900  -0.37
C -2.2051 -5.8818 -4.0233  0.94
O -3.1837 -6.0140 -3.2655  -0.64
O -1.0023 -5.4356 -3.7509  -0.35
C -0.7152 -5.1655 -2.4086  0.85
H -2.7313 -8.4859 -6.4193  0.28
H -4.5270 -8.2631 -6.5023  0.35
H -3.8125 -8.6733 -4.9406  0.30
H -4.4008 -6.2466 -5.3742  0.32
H -3.6574 -6.3256 -6.8750  0.42
H -1.6469 -5.0869 -1.8484  0.02
H -0.2545 -4.1786 -2.3667  -1.05
H -0.1175 -5.9546 -1.9523  0.39
C -0.5383 -2.4593 -4.6420  -1.22
C -1.4974 -1.5650 -3.8056  0.07
O -1.9119 -2.1946 -2.5606  0.29
C -3.1008 -2.0998 -2.0454  0.13
O -4.0918 -1.7073 -2.6617  -0.63
O -3.1168 -2.4919 -0.7883  0.38
C -4.3445 -3.0336 -0.2742  -0.59
H -1.0148 -3.3987 -4.9225  0.29
H 0.3551 -2.7758 -4.1035  0.07
H -0.2227 -1.9342 -5.5435  0.49
H -2.3458 -1.3359 -4.4505  0.57
H -1.1180 -0.5624 -3.6085  -0.18
H -4.8800 -3.4893 -1.1071  0.37
H -5.0468 -2.2214 -0.0864  0.21
H -4.1726 -3.7249 0.5508  -0.06
C -0.2082 1.9482 10.9849  -1.13
C 0.4978 0.6051 10.6655  -0.29
O 0.0759 0.1988 9.3560  -0.21
C 0.2556 -1.0497 9.0397  0.57
O 0.5075 -1.9681 9.8320  -0.63
O -0.0062 -1.0951 7.7209  -0.16
C 0.2186 -2.2437 6.9659  -0.47
H -0.0763 2.4195 11.9588  0.37
H -1.2874 1.8768 10.8499  0.31
H -0.0169 2.7665 10.2907  0.28
H 0.5380 -0.0832 11.5097  0.37
H 1.5154 0.9663 10.5167  0.23
H -0.1515 -3.1112 7.5122  0.44
H 1.2882 -2.3217 6.7714  0.22
H -0.3316 -2.1078 6.0348  0.04
C 1.8932 5.9787 -7.1593  0.36
O 1.3733 5.2417 -6.3194  -0.59
N 1.5168 7.1691 -7.4138  -0.51
N 2.9064 5.7521 -7.9442  -0.30
H 2.1378 7.9234 -7.6699  0.25
H 0.9369 7.5611 -6.6857  0.24
H 3.3308 4.8363 -7.9087  0.32
H 3.2587 6.4678 -8.5636  0.15
C 6.1222 4.0075 -3.3514  0.54
O 5.6179 4.3736 -4.3767  -0.73
N 7.2644 3.3818 -3.2490  -0.37
N 5.5177 3.8831 -2.2583  -0.08
H 7.9605 3.5500 -3.9613  0.22
H 7.5535 2.8778 -2.4229  0.19
H 4.5515 4.1714 -2.1997  0.13
H 5.9747 3.3383 -1.5411  0.22
C -6.1181 0.8239 1.8626  0.05
O -6.7823 0.0002 1.3269  -0.75
N -6.3529 2.0422 1.6691  0.04
N -5.1689 0.4409 2.6488  1.11
H -7.0636 2.2351 0.9779  0.26
H -6.1765 2.7287 2.3885  0.15
H -5.1035 -0.5484 2.8418  -0.09
H -4.5982 1.1842 3.0253  -0.81
C 1.7670 -3.2148 3.4503  -0.10
O 1.8036 -2.0135 3.1820  -0.57
N 2.3073 -3.7221 4.4519  0.09
N 1.2720 -4.1897 2.7437  0.96
H 1.9543 -4.6670 4.5031  0.09
H 2.7258 -3.3056 5.2713  0.25
H 0.8492 -3.8138 1.9070  -0.69
H 1.1978 -5.1751 2.9526  0.23
C -1.3285 3.5959 -5.4846  0.60
O -2.3380 2.9544 -5.1964  -0.78
N -0.1467 3.1597 -5.2631  0.16
N -1.3706 4.7768 -6.0435  -0.18
H -0.2098 2.2972 -4.7414  -0.21
H 0.5943 3.4585 -5.8811  0.18
H -2.2295 5.3017 -6.1260  0.11
H -0.4565 5.1084 -6.3166  0.37
C 1.6035 -0.3015 -10.3198  0.65
O 1.4473 0.4201 -11.3147  -0.68
N 2.0542 0.1349 -9.1350  -0.22
N 1.2506 -1.5026 -10.0773  -0.32
H 1.9811 -0.4406 -8.3082  0.12
H 2.0188 1.1219 -8.9237  0.09
H 0.7587 -2.0733 -10.7500  0.21
H 1.3687 -1.8258 -9.1278  0.15
C 4.2083 0.5488 3.5807  0.18
O 5.0792 1.3094 4.0319  -0.83
N 3.3530 0.8990 2.7121  0.40
N 4.0023 -0.6469 4.0165  0.01
H 2.6304 0.3043 2.3322  -0.14
H 3.5002 1.8883 2.5717  0.22
H 3.3056 -1.1696 3.5051  0.01
H 4.6828 -1.0824 4.6226  0.26
C -3.7213 -3.4820 3.3731  0.37
O -4.2881 -2.3856 3.3628  -0.80
N -2.4549 -3.6732 3.1177  0.21
N -4.3985 -4.5551 3.5011  -0.33
H -1.9970 -4.5529 3.3090  0.14
H -1.9967 -2.7755 3.1822  -0.29
H -3.9938 -5.4482 3.2589  0.15
H -5.3958 -4.3994 3.4673  0.31
C 4.2982 1.9476 -6.7862  0.76
O 3.6838 2.8230 -7.3982  -0.90
N 5.4790 1.7340 -7.1452  -0.34
N 3.9267 1.1281 -5.8362  0.37
H 5.9430 2.3163 -7.8277  0.24
H 6.0890 1.2001 -6.5428  0.11
H 3.0933 1.3291 -5.3023  -0.18
H 4.5562 0.3635 -5.6384  0.39
C 2.3359 -7.5076 3.7950  0.73
O 2.4880 -6.6152 4.6152  -0.78
N 2.6572 -7.5354 2.5288  -0.16
N 1.8224 -8.6483 4.1383  -0.40
H 2.5567 -8.3407 1.9274  0.24
H 3.0288 -6.6788 2.1438  0.31
H 1.9568 -9.4004 3.4778  0.15
H 1.3875 -8.6279 5.0496  0.24
C -3.3771 -0.4199 6.5093  0.52
O -3.2641 0.2096 7.5280  -0.74
N -2.7227 -0.2212 5.3736  0.66
N -4.2841 -1.2873 6.2475  -0.17
H -2.0872 0.5636 5.3919  -0.27
H -2.9029 -0.7205 4.5144  -0.22
H -4.9097 -1.5764 6.9858  0.23
H -4.3917 -1.7914 5.3790  0.04
C 6.8643 2.2513 0.7871  0.59
O 7.2198 2.4839 -0.3693  -0.82
N 6.1303 3.0871 1.4581  -0.42
N 7.0322 1.1910 1.4961  -0.24
H 5.5461 2.6734 2.1707  0.06
H 5.8311 3.8950 0.9310  0.28
H 6.6224 0.9134 2.3765  0.16
H 7.7193 0.5813 1.0762  0.21
C 1.5905 5.2607 -1.2576  0.98
O 1.5087 4.8657 -0.1107  -0.72
N 2.0807 4.6242 -2.2535  -0.05
N 1.0651 6.4008 -1.5800  -0.39
H 2.1402 3.6165 -2.2205  -0.28
H 2.0729 5.2059 -3.0791  -0.05
H 0.7692 6.7933 -0.6977  0.25
H 1.2306 6.9165 -2.4325  0.17

Values from the calculation:
HOMO level in eV: -8.71
Charge: 0